9
Properties=species:S:1:pos:R:3:forces:R:3:lowdin_charge:R:1 method="wB97M-V/def2-TZVPD" spin_multiplicity=1 fmax_ev_per_a=3.11 homo_lumo_gap_ev=7.14 total_energy_ha=-900.45358 charge=-1
C 1.3045 1.2284 0.0481 0.5325 1.3423 0.1819 -0.6390
C -0.1721 -1.5745 -0.4090 -0.2635 -0.9853 1.0906 -0.6981
O 1.0151 1.0095 -1.0309 -0.6325 -0.7794 -2.9378 0.1440
O 1.7801 1.7372 0.9634 0.7306 0.2342 2.1763 0.1484
O -1.0899 1.1713 0.9631 -0.3772 0.8529 -0.0054 -0.5482
F 0.7628 -1.7217 -1.4569 -1.1635 0.8724 1.2683 -0.0817
F -1.2159 -2.4611 -0.8159 0.8751 1.1417 0.2041 -0.1322
S -0.3366 -0.5655 0.9028 0.1188 -2.4122 -1.9591 0.8462
H -2.0481 1.1763 0.8354 0.1797 -0.2665 -0.0189 -0.0394